A 10-piece molecular cluster, C37H83N5O16 overall, computed with the ωB97M-V functional and the def2-TZVPD basis.

Structure (XYZ):
```
141
Properties=species:S:1:pos:R:3:forces:R:3:mulliken_charge:R:1
C 0.4317 -2.0678 1.6779 -0.646 -0.518 -1.196 -0.642
C 0.3002 -0.8674 0.8608 -1.737 1.457 -0.177 0.454
O 0.7706 -0.7347 -0.2650 0.848 0.151 -0.961 -0.657
N -0.5208 0.0757 1.3751 -0.931 0.709 2.002 0.060
H -3.0222 -1.6569 -3.6707 -1.219 -0.995 1.038 0.258
H -0.8804 -0.0533 2.4052 0.365 0.198 -2.425 0.212
C -0.8421 1.3063 0.6173 2.295 -0.767 -0.166 -0.913
H 0.0661 -1.9454 2.6438 -0.408 0.235 1.584 0.413
H 1.4394 -2.3107 1.6406 1.926 -0.969 -0.014 -0.181
H -0.1927 -2.8512 1.2304 0.368 0.025 -0.043 0.070
H -1.6161 1.8906 1.0492 -0.616 0.260 0.748 0.386
H -1.1233 1.0677 -0.4035 -0.006 -0.210 -0.090 0.134
H 0.0949 1.9171 0.5333 -0.801 -0.204 0.107 0.297
C 3.1195 -4.5895 3.1923 0.909 -0.707 -0.353 -0.702
C 4.4148 -4.0358 3.7224 2.938 -1.171 -1.751 0.846
O 5.5695 -4.3584 3.2066 -3.439 0.920 2.095 -0.816
N 4.2478 -3.1281 4.6851 -0.910 0.114 1.090 -0.134
H 3.2714 -3.0151 5.0097 1.091 -0.075 -0.378 0.232
H 5.7712 -4.1132 1.5960 0.304 2.458 -0.487 0.460
C 5.2774 -2.4125 5.4215 -0.310 1.188 -0.555 -0.876
H 2.4992 -5.0678 3.9460 0.118 -0.076 0.159 0.493
H 3.3541 -5.2754 2.3642 -0.298 0.295 0.429 0.274
H 2.6094 -3.7353 2.8110 -0.682 0.408 -0.493 -0.079
H 6.2115 -2.5884 4.9022 0.240 -0.155 0.268 0.333
H 5.3051 -2.6320 6.4882 0.113 -0.562 -0.140 0.294
H 5.0720 -1.3183 5.3804 0.086 -0.639 -0.202 0.295
C -6.7201 1.5536 3.5964 1.185 -0.410 0.389 -1.521
C -6.0237 0.2084 3.4220 0.066 -0.042 0.312 -0.261
C -5.9917 -0.4066 2.0340 -0.556 -0.787 -0.454 0.037
C -5.1833 -1.6950 2.1275 0.473 -1.916 0.526 -0.806
N -4.3841 -2.1170 0.9265 -0.687 -1.330 -1.217 0.877
C -3.1868 -1.2747 0.6774 1.096 0.951 -0.452 -0.170
C -3.3381 -0.6548 -0.7420 -0.138 -2.122 0.469 1.473
C -4.7919 -0.8588 -1.1157 -2.124 1.885 0.225 -0.740
C -5.2452 -2.0750 -0.3735 1.008 -1.267 0.453 -0.978
C -3.9008 -3.5924 1.0777 -2.194 0.841 0.667 -0.950
H -5.9982 2.3248 3.3156 -0.578 0.314 -0.112 0.323
H -6.9227 1.6151 4.6588 0.001 0.502 0.242 0.392
H -7.6705 1.6204 3.1076 -0.408 0.176 -0.604 0.368
H -6.5563 -0.4709 4.1054 0.415 -0.260 -0.259 0.369
H -4.9701 0.2860 3.7574 -0.547 -0.035 0.094 0.223
H -5.4930 0.1829 1.2713 -0.064 0.700 0.173 0.061
H -7.0420 -0.6158 1.6636 1.133 0.208 0.300 0.291
H -5.7990 -2.5953 2.2178 -0.457 0.400 0.574 0.477
H -4.4574 -1.7273 2.9811 -0.598 0.381 -0.710 0.030
H -2.3031 -1.9115 0.7260 -0.169 -0.020 -0.082 -0.366
H -3.0173 -0.5498 1.4948 -0.588 -0.360 -0.303 -0.189
H -2.7150 -1.2210 -1.4493 -0.193 0.009 0.414 -1.386
H -2.9616 0.3173 -0.7645 0.071 1.747 -0.026 0.866
H -4.9600 -0.8963 -2.1910 0.182 -0.409 0.103 0.533
H -5.5357 -0.0530 -0.7836 1.393 -0.455 -0.311 0.300
H -5.0116 -3.0105 -0.8802 0.244 0.186 -0.286 0.519
H -6.2857 -2.1860 -0.1171 -0.401 0.493 0.260 0.395
H -3.2087 -3.5296 1.8795 0.978 -0.441 0.611 0.300
H -3.5356 -3.9003 0.1265 0.835 0.005 -0.520 0.379
H -4.7458 -4.2928 1.3282 0.527 1.026 -0.109 0.307
C 3.7121 3.1087 -3.7472 -0.703 -1.700 -0.039 -0.647
O 2.6278 2.5641 -2.9745 0.375 -0.278 1.188 -0.342
C 3.0143 1.4221 -2.0794 -0.301 1.701 -1.812 0.635
C 2.8640 0.2165 -2.9857 0.541 -1.590 1.901 0.598
N 1.4772 -0.3299 -3.0431 -0.294 1.709 0.875 0.621
H 1.1136 -0.1759 -2.1028 -0.567 0.146 0.568 0.058
H 0.8539 0.1287 -3.7206 0.299 0.074 0.032 0.582
C 1.3070 -1.7583 -3.2304 -0.267 -0.242 -0.688 -0.201
C 1.9248 -2.1231 -4.5567 -0.810 1.494 -1.157 -1.056
O 1.7709 -0.8758 -5.3765 0.488 -1.564 1.074 -0.240
C 1.9326 -1.0924 -6.7614 -0.257 -1.767 1.785 -0.939
H 3.3700 4.0294 -4.1818 -0.161 0.357 -0.146 0.282
H 3.9765 2.3859 -4.5493 0.021 0.495 0.199 0.259
H 4.5911 3.2703 -3.1443 0.401 0.208 0.350 0.239
H 2.3493 1.4536 -1.1866 0.544 -0.121 -0.641 0.208
H 4.0814 1.5822 -1.8231 -0.597 -0.388 0.206 -0.151
H 3.4598 -0.6351 -2.5942 -0.371 0.569 -0.185 -1.302
H 3.2677 0.4630 -3.9283 -0.017 0.081 -1.208 0.604
H 0.2423 -1.9461 -3.0774 0.043 -0.086 -0.639 -0.364
H 1.7528 -2.2419 -2.4160 0.995 -0.784 1.225 0.805
H 1.3677 -2.9716 -4.9541 0.022 0.103 -0.455 0.567
H 2.9854 -2.3784 -4.5136 0.050 0.067 0.077 0.452
H 1.9821 -0.1773 -7.2420 0.160 1.769 -0.946 0.285
H 1.0893 -1.6596 -7.0646 -0.961 -0.456 -0.874 0.286
H 2.7950 -1.7059 -6.9263 0.871 -0.179 -0.405 0.354
C 7.5092 0.6139 -1.1401 -0.239 0.994 -0.140 -0.147
O 7.1145 1.9877 -1.0639 1.082 -0.555 0.271 -0.386
C 6.9999 2.2858 0.3095 -0.017 1.514 -1.027 -0.702
C 6.4213 3.6411 0.4169 -0.604 1.451 0.300 -0.672
N 5.0188 3.6880 -0.0960 1.122 -0.751 0.255 -0.063
H 5.0708 3.2183 -0.9850 -0.072 -0.351 -0.197 -0.152
H -9.7036 5.6111 1.8660 -0.164 -0.438 -0.208 0.334
C 4.4365 5.0000 -0.3449 0.955 -0.206 -0.122 -0.796
C 2.9323 4.8162 -0.4948 0.775 0.810 -1.813 0.259
O 2.4480 6.0215 -1.0843 -1.688 -0.093 0.042 -0.402
C 0.9999 6.0765 -1.2277 0.827 1.991 -0.133 -0.745
H 8.0994 0.4111 -2.0165 0.112 0.105 -0.493 0.344
H 6.5844 0.0851 -1.1456 -0.028 -0.631 -0.172 -0.348
H 8.0923 0.3710 -0.2637 0.235 -0.386 0.223 0.396
H 7.9123 2.2805 0.8864 0.954 -0.132 -0.303 0.535
H 6.3722 1.6189 0.8047 -1.440 -1.557 0.734 0.425
H 7.0956 4.3408 -0.1561 -0.520 -0.306 0.734 0.322
H 6.4663 3.8168 1.5214 -0.318 0.651 -0.856 0.405
H 4.8131 5.4515 -1.3020 -0.212 -0.122 0.713 0.264
H 4.8231 5.5980 0.4911 -0.825 0.421 -0.201 0.469
H 2.4483 4.5565 0.4087 -0.567 -0.129 1.194 0.393
H 2.7679 4.0223 -1.2424 0.047 -0.064 0.442 -0.201
H 0.7688 6.8205 -2.0287 0.429 -0.636 0.414 0.263
H 0.5293 6.5137 -0.3358 0.226 -0.352 0.136 0.308
H 0.4902 5.1688 -1.4823 0.197 -0.903 -0.119 0.272
C -2.5689 1.0585 -5.1462 -1.070 -0.129 1.117 -1.219
C -2.2795 -0.2060 -4.3481 0.102 1.978 -2.130 0.838
O -3.3281 -0.6341 -3.7179 1.155 -0.730 -0.238 -0.469
O -1.1952 -0.7446 -4.4947 0.188 -0.446 0.815 -0.589
H -3.6622 1.2050 -4.9793 0.881 0.532 -0.516 0.304
H -2.3404 0.8541 -6.1904 0.056 0.226 0.057 0.338
H -1.9735 1.8808 -4.7327 -0.182 -0.012 -0.373 0.246
C -1.5243 -4.8352 -3.1810 1.042 -0.508 0.251 -1.591
C -1.9649 -3.3970 -2.9185 0.872 -0.700 1.030 0.959
O -1.4512 -2.7334 -1.9917 0.204 -0.426 -0.396 -0.554
O -2.9401 -3.0431 -3.6120 -0.869 0.652 -0.979 -0.757
H -2.2344 -5.4280 -2.6200 -0.378 -0.364 0.033 0.401
H -0.5382 -5.1191 -2.7312 -0.655 0.559 -0.523 0.287
H -1.5918 -5.1492 -4.2406 0.040 0.374 0.579 0.350
C -8.5261 6.9371 4.5196 -1.336 -1.592 0.884 -0.978
C -9.3292 5.9469 3.6775 0.518 1.401 0.380 0.689
O -9.0909 6.1505 2.3702 0.013 0.346 -0.174 -0.442
O -10.0248 5.0768 4.1052 -0.359 -0.317 0.007 -0.524
H -8.6664 7.9807 4.4294 -0.710 0.995 -0.761 0.338
H -7.5285 6.7563 4.2630 1.754 -0.306 -0.097 0.279
H -8.7302 6.6883 5.5605 0.289 -0.101 -0.032 0.304
C 5.3594 -1.7823 -0.7966 0.656 0.794 0.076 -1.079
C 4.9774 -2.8817 0.2968 -2.338 0.878 1.065 0.340
O 3.8366 -3.1509 0.7328 2.046 0.739 -2.294 -0.549
O 6.0232 -3.2753 0.9788 0.662 -2.125 -0.349 -0.512
H 4.7459 -1.5151 -1.7171 0.141 -1.031 1.726 0.390
H 6.3997 -1.8130 -1.2269 -0.931 -1.013 0.761 0.560
H 5.4616 -0.8333 -0.1956 -0.710 -1.026 -0.315 0.019
C -2.3279 -2.1767 5.7148 0.332 -1.799 -1.531 -1.263
C -2.0961 -1.8553 4.1440 0.557 0.718 0.977 1.016
O -1.7071 -2.8072 3.4119 -1.212 0.764 0.766 -0.824
O -2.1971 -0.6192 3.8065 -0.015 -1.419 0.111 -0.844
H -3.3312 -2.5815 5.9543 0.093 0.894 -0.291 0.279
H -2.0024 -1.3842 6.3820 -0.228 0.096 -0.119 0.311
H -1.7457 -3.1129 5.8801 0.110 0.810 0.070 0.316
```
Forces are in eV/Å.

## Properties
**Kohn-Sham gap**: 8.68 eV
**Total energy**: -2937.0775 Eh
**Largest force on an atom**: 4.1 eV/Å



C17H24InN7O6Te4 as an isolated structure, computed with the ωB97M-V functional and the def2-TZVPD basis.

Structure (XYZ):
```
59
Properties=species:S:1:pos:R:3:forces:R:3:mulliken_charge:R:1
In -0.0661 0.9932 0.3704 -0.393 0.221 0.610 1.021
Te -1.7668 3.7448 0.7639 0.289 -0.118 -0.282 0.038
Te -2.3124 6.3461 1.7157 -0.051 0.097 0.225 -0.265
Te 0.0372 6.2875 3.0785 -0.100 -0.003 -0.033 -0.200
Te 0.3844 3.5827 2.4344 -0.010 0.100 -0.129 0.089
O -5.0633 -2.6135 1.9059 0.185 0.074 -0.123 -0.545
C -4.5922 -1.9995 2.9832 0.118 0.002 -0.072 0.432
O -5.0934 -2.1317 4.0708 -0.051 -0.007 0.010 -0.606
C -3.3928 -1.1253 2.8128 -0.122 -0.013 -0.034 0.125
C -2.8371 -0.4351 3.8679 0.090 0.106 0.037 -0.496
N -1.7897 0.2516 3.3832 0.029 -0.012 0.011 -0.083
N -1.6247 0.0552 2.0758 -0.027 -0.048 0.236 0.204
C -2.5864 -0.7710 1.7074 0.053 -0.067 -0.073 -0.259
C -2.6049 -1.1622 0.2643 0.110 0.137 -0.008 0.545
O -3.4913 -1.9024 -0.1578 -0.122 -0.164 0.004 -0.867
O -1.6569 -0.6567 -0.4324 0.023 -0.115 -0.140 -0.540
H -4.5167 -2.4051 1.0990 -0.079 0.033 0.058 0.465
H -3.1358 -0.4009 4.9018 0.013 -0.004 -0.010 0.526
H -1.1462 0.8628 3.8651 -0.045 0.029 -0.015 0.135
O 1.4591 -0.6589 0.0323 -0.001 -0.218 -0.431 -0.478
N 2.2687 -1.0588 0.9492 -0.027 0.078 0.171 -0.627
N 2.1301 -0.4428 2.0475 0.122 -0.140 0.077 1.044
O 1.2524 0.4978 2.2195 0.162 -0.029 0.203 -0.881
C 2.9933 -0.8022 3.1556 -0.223 0.107 -0.252 0.346
C 2.8429 -0.0912 4.3293 0.053 0.024 0.152 -0.436
C 3.6535 -0.4070 5.4126 -0.025 0.024 -0.003 -0.526
C 4.5961 -1.4176 5.3137 -0.031 0.002 -0.075 -0.499
C 4.7291 -2.1193 4.1202 0.016 0.001 0.032 -0.477
C 3.9297 -1.8179 3.0312 0.017 -0.069 -0.039 -0.332
H 2.1056 0.6955 4.3819 0.005 0.003 -0.001 0.427
H 3.5415 0.1459 6.3360 0.009 -0.007 -0.004 0.365
H 5.2261 -1.6592 6.1593 -0.004 -0.005 -0.004 0.387
H 5.4613 -2.9115 4.0348 -0.003 0.009 0.006 0.364
H 4.0244 -2.3607 2.1021 -0.003 0.022 0.026 0.424
N 1.4560 1.4102 -3.1555 0.035 -0.020 -0.035 -0.490
C 1.0465 1.0157 -4.5158 0.011 0.052 0.139 0.135
C -0.3452 1.5410 -4.8714 0.013 0.055 -0.072 -1.452
C -1.5100 0.8959 -4.1228 0.000 0.058 0.136 0.080
N -1.5309 1.3427 -2.7244 -0.034 -0.168 -0.183 -0.197
C -1.4050 -0.6294 -4.1869 0.022 -0.041 0.023 -1.173
C -0.0311 -1.1735 -3.7955 -0.033 0.046 0.177 0.161
N 0.1889 -0.9376 -2.3315 -0.241 -0.197 -0.359 0.274
C 1.0801 -0.5111 -4.6045 0.001 -0.071 -0.067 -1.237
H 1.2514 2.3829 -2.9597 -0.063 -0.024 -0.004 0.208
H 2.4539 1.2787 -3.0331 0.013 0.031 -0.007 0.238
H 0.4306 0.0678 -2.2449 0.093 0.126 0.057 0.110
H 1.7361 1.4171 -5.2651 0.049 -0.015 -0.037 0.286
H -0.4907 1.3574 -5.9404 -0.007 0.046 0.005 0.433
H -0.3773 2.6268 -4.7374 0.012 -0.015 0.006 0.419
H -2.4291 1.1785 -4.6483 -0.052 -0.020 -0.050 0.313
H -2.2447 0.8482 -2.1983 0.014 0.008 0.051 0.146
H -1.7414 2.3323 -2.6589 0.078 0.014 0.016 0.221
H -1.5955 -0.9497 -5.2139 -0.024 -0.002 0.002 0.470
H -2.1787 -1.0850 -3.5620 0.007 -0.003 -0.014 0.464
H -0.0115 -2.2515 -3.9485 -0.024 -0.043 -0.017 0.257
H 0.9569 -1.4616 -1.9103 0.013 0.028 -0.025 0.397
H -0.6735 -1.1112 -1.7676 0.123 0.101 0.122 0.200
H 0.9464 -0.8111 -5.6469 0.034 -0.005 0.003 0.493
H 2.0593 -0.8863 -4.2910 -0.017 0.009 0.003 0.424
```
Forces are in eV/Å.

## Properties
**Kohn-Sham gap**: 5.44 eV
**Total energy**: -2759.1722 Eh
**Largest force on an atom**: 0.8 eV/Å



A single C4H7NOS2 molecule, computed with the ωB97M-V functional and the def2-TZVPD basis.

Structure (XYZ):
```
15
Properties=species:S:1:pos:R:3:forces:R:3:mulliken_charge:R:1
C 2.2134 -0.4196 -0.7656 -1.099 0.412 -2.044 -1.365
C 1.0557 0.2183 -0.0988 0.224 -2.085 1.434 0.950
O 0.7058 1.3616 -0.1680 0.984 1.182 -0.726 -0.622
C 0.3078 -0.7646 0.7889 -0.573 -0.773 0.959 -0.857
S -1.2170 -1.3851 -0.0508 -0.578 1.134 -0.019 -0.068
C -2.3665 0.0796 -0.0677 0.383 -0.910 0.110 0.270
N -1.7816 1.2276 0.2841 -2.460 1.835 0.352 -0.360
S -4.0010 -0.1459 -0.4017 1.611 0.029 0.314 -0.304
H 2.6966 0.2591 -1.4126 0.543 1.044 -0.774 0.392
H 2.9484 -0.7650 -0.1067 0.749 -0.916 1.247 0.369
H 1.8189 -1.2041 -1.4371 0.233 -0.083 0.614 0.336
H 0.8538 -1.7068 1.0848 -0.257 0.975 -0.856 0.316
H 0.0693 -0.3228 1.7673 -0.262 0.215 -0.440 0.428
H -0.8177 1.5797 0.1641 -0.316 -1.094 0.125 0.312
H -2.4860 1.9881 0.4197 0.819 -0.967 -0.295 0.204
```
Forces are in eV/Å.

## Properties
**SMILES**: CC(=O)CSC(N)=S
**Kohn-Sham gap**: 8.70 eV
**Total energy**: -1082.9694 Eh
**Largest force on an atom**: 3.1 eV/Å



CH2CuO3 as an isolated structure, computed with the ωB97M-V functional and the def2-TZVPD basis.

Structure (XYZ):
```
7
Properties=species:S:1:pos:R:3:forces:R:3:mulliken_spin:R:1
H -0.5798 1.6179 -0.2687 -1.688 -1.237 0.708 -0.026
O -0.0842 -1.1490 -0.2925 0.194 -2.100 2.276 0.068
C -0.4848 -0.0243 0.2761 -0.712 2.544 -6.355 -0.044
O -1.4996 0.6099 -0.0918 0.234 0.462 1.724 0.185
O 0.4990 0.8355 0.1307 2.444 1.298 1.894 0.302
Cu 2.1468 -0.0081 -0.0902 -0.003 0.241 -0.232 0.519
H 0.0026 -1.8818 0.3366 -0.468 -1.207 -0.015 -0.003
```
Forces are in eV/Å.

## Properties
**Charge**: +2
**Kohn-Sham gap (spin up / spin down)**: 11.03 / 7.32 eV
**Total energy**: -1904.5101 Eh
**Largest force on an atom**: 6.9 eV/Å
**Spin multiplicity**: 2
**Expectation value of S²**: 0.757